Formula: C9H7N4OPtS2
Source: OMol25
Level of theory: wB97M-V/def2-TZVPD

As for the relative energy (zero: lowest compared OMol25 entry of this formula, charge and spin): 0.000 eV. The value obtained for the orbital gap (alpha / beta) is 0.19664 / 0.19736 Eh. The net charge is +1. As for the HOMO energy (alpha / beta): -12.124 / -12.127 eV.

Atoms and positions in Å:
Pt 0.17 0.78 0.08
N -4.07 1.03 -0.02
C -2.76 0.89 0.21
S -1.63 1.81 -0.72
N -2.38 0.08 1.18
N -1.04 0.05 1.35
C -0.67 -0.72 2.39
C 0.59 -1.01 2.85
C 0.71 -1.87 3.99
C 1.93 -2.13 4.53
C 3.10 -1.54 3.96
C 3.05 -0.73 2.87
C 1.79 -0.46 2.27
O 1.76 0.30 1.24
H -4.41 1.62 -0.76
H -4.73 0.54 0.56
H -1.52 -1.14 2.91
H -0.18 -2.31 4.43
H 2.01 -2.77 5.39
H 4.06 -1.75 4.42
H 3.93 -0.28 2.43
S 1.05 -0.58 -1.67
C 1.43 1.05 -1.79
N 1.59 2.20 -1.64

Formula: C12H20Cl2O4V
Source: OMol25
Level of theory: wB97M-V/def2-TZVPD

As for the relative energy (zero: lowest compared OMol25 entry of this formula, charge and spin): 0.000 eV. Its spin multiplicity is 2. The value obtained for the orbital gap (alpha / beta) is 0.21648 / 0.23317 Eh. The net charge is -2. As for the HOMO energy (alpha / beta): -0.558 / -1.013 eV.

Atoms and positions in Å:
C -1.33 0.36 -1.39
C -0.77 -0.95 -1.47
C 0.66 -0.81 -1.57
C -1.51 -2.24 -1.60
C 0.97 0.58 -1.62
C -0.26 1.31 -1.47
C -0.38 2.78 -1.55
C -2.77 0.72 -1.42
C 1.68 -1.90 -1.60
C 2.31 1.18 -1.88
V -0.08 0.06 0.56
Cl 0.38 -2.20 0.99
Cl -2.19 -0.69 1.42
O 1.71 0.56 0.67
H -2.57 -2.08 -1.38
H -1.12 -2.96 -0.88
H -1.41 -2.66 -2.61
H 1.36 -2.73 -0.97
H 2.63 -1.53 -1.21
H 1.86 -2.26 -2.62
H 3.08 0.59 -1.37
H 2.33 2.21 -1.49
H 2.53 1.22 -2.95
H 0.45 3.25 -1.01
H -1.33 3.10 -1.10
H -0.36 3.14 -2.59
H -3.36 -0.04 -0.91
H -3.15 0.83 -2.45
H -2.92 1.66 -0.91
H 2.05 0.31 1.57
O -0.75 1.67 1.30
H -0.80 1.63 2.30
C 0.62 -1.00 4.92
C 0.17 0.03 3.91
O -0.55 1.02 4.18
O 0.60 -0.27 2.74
H 0.41 -0.73 5.96
H 1.69 -1.18 4.83
H 0.13 -1.96 4.71

Formula: C6H11N
Source: OMol25
Level of theory: wB97M-V/def2-TZVPD

As for the relative energy (zero: lowest compared OMol25 entry of this formula, charge and spin): 3.371 eV. Its SMILES is C=C/C=C/CCN. The value obtained for the orbital gap is 0.31686 Eh. As for the HOMO energy: -8.225 eV.

Atoms and positions in Å:
C -1.28 -1.37 2.31
C -0.16 -0.52 2.21
C 0.82 -0.02 1.13
C 0.86 -0.49 -0.17
C 1.19 0.19 -1.42
C -0.14 0.46 -2.14
N -0.80 1.50 -1.36
H -2.12 -1.62 1.65
H -1.36 -1.77 3.33
H -0.03 0.13 3.13
H 1.16 1.02 1.29
H 0.28 -1.42 -0.27
H 1.73 -0.50 -2.16
H 1.78 1.13 -1.29
H 0.16 0.67 -3.16
H -0.91 -0.44 -2.20
H -1.68 1.79 -1.83
H -1.12 1.08 -0.48

Formula: C10H28AgO5S3
Source: OMol25
Level of theory: wB97M-V/def2-TZVPD

As for the relative energy (zero: lowest compared OMol25 entry of this formula, charge and spin): 6.243 eV. The value obtained for the orbital gap is 0.13391 Eh. The net charge is -1. As for the HOMO energy: -2.765 eV.

Atoms and positions in Å:
Ag 1.58 -1.03 0.08
C -1.40 -6.69 1.05
C -1.37 -5.10 0.99
O -0.67 -4.63 -0.13
H -0.49 -7.13 1.46
H -1.46 -7.04 0.02
H -2.24 -6.96 1.69
H -0.81 -4.67 1.82
H -2.41 -4.77 1.07
C 7.02 -1.06 -0.32
C 6.38 -2.37 -0.69
O 5.12 -2.33 -1.39
H 6.28 -0.36 0.06
H 7.36 -0.70 -1.29
H 7.87 -1.26 0.34
H 6.26 -2.90 0.26
H 7.08 -3.05 -1.16
C -3.03 0.06 -2.30
S -2.23 0.24 -3.96
O -1.34 -1.02 -3.88
C -3.77 -0.21 -4.89
H -4.00 0.56 -2.34
H -2.55 0.54 -1.45
H -3.24 -0.97 -2.04
H -4.15 -1.18 -4.57
H -3.64 -0.15 -5.97
H -4.42 0.64 -4.71
C 0.08 5.00 -0.71
S 1.68 4.35 -0.01
O 2.00 3.08 -0.83
C 2.80 5.63 -0.75
H -0.02 6.07 -0.54
H -0.77 4.48 -0.27
H 0.07 4.90 -1.80
H 3.79 5.16 -0.78
H 2.79 6.60 -0.25
H 2.53 5.65 -1.80
C -3.00 -0.07 4.11
S -1.58 1.13 4.24
O -0.89 0.90 2.92
C -2.65 2.62 4.17
H -3.22 -0.33 3.07
H -3.95 0.32 4.49
H -2.57 -0.84 4.75
H -2.13 3.58 4.14
H -3.48 2.77 4.86
H -3.20 2.52 3.23

Formula: C31H38Cl2N3OPdSi
Source: OMol25
Level of theory: wB97M-V/def2-TZVPD

As for the relative energy (zero: lowest compared OMol25 entry of this formula, charge and spin): 2.084 eV. The value obtained for the orbital gap (alpha / beta) is 0.24236 / 0.24241 Eh. The net charge is +1. As for the HOMO energy (alpha / beta): -10.817 / -10.817 eV.

Atoms and positions in Å:
Pd 0.00 -0.06 -0.11
N -2.25 3.62 1.13
C -1.60 2.59 0.57
O -1.04 1.73 1.24
C -1.57 2.48 -0.93
C -0.33 1.76 -1.41
H -2.27 3.69 2.14
H -2.73 4.31 0.59
H -1.62 3.47 -1.39
H -2.47 1.94 -1.24
H 0.59 2.27 -1.14
H -0.36 1.50 -2.45
C 1.59 0.41 1.24
Si 0.96 -0.38 2.82
C -0.08 -1.89 2.35
N -1.13 -1.64 1.33
C -1.55 -2.90 0.69
C -2.17 -3.88 1.70
C -3.13 -3.15 2.66
C -3.54 -1.80 2.08
C -2.32 -0.90 1.85
C 0.04 0.77 3.97
C 0.14 2.16 3.87
C -0.49 3.00 4.79
C -1.23 2.45 5.83
C -1.33 1.07 5.95
C -0.70 0.24 5.03
C 2.39 -1.09 3.80
C 2.55 -2.45 4.08
C 3.64 -2.90 4.82
C 4.58 -2.00 5.29
C 4.44 -0.64 5.03
C 3.35 -0.19 4.29
H 2.54 0.03 0.89
H 1.56 1.50 1.20
H -0.49 -2.30 3.28
H 0.61 -2.64 1.94
H -0.70 -3.36 0.19
H -2.30 -2.67 -0.07
H -1.38 -4.38 2.26
H -2.70 -4.65 1.13
H -2.67 -3.01 3.64
H -4.02 -3.76 2.83
H -4.22 -1.28 2.75
H -4.07 -1.95 1.14
H -2.03 -0.40 2.77
H -2.59 -0.12 1.14
H 0.72 2.61 3.07
H -0.39 4.07 4.71
H -1.73 3.09 6.55
H -1.90 0.63 6.77
H -0.77 -0.84 5.16
H 1.83 -3.17 3.73
H 3.75 -3.96 5.03
H 5.43 -2.35 5.86
H 5.17 0.07 5.40
H 3.24 0.87 4.11
C 1.74 -0.22 -1.80
C 1.59 -1.65 -1.87
C 1.13 -2.26 -3.05
C 1.01 -3.63 -3.15
C 1.35 -4.44 -2.07
C 1.87 -3.86 -0.91
C 1.98 -2.49 -0.81
C 1.15 -5.86 -2.13
N 0.96 -7.00 -2.16
H 1.51 0.37 -2.68
H 2.40 0.22 -1.07
H 0.87 -1.63 -3.89
H 0.67 -4.09 -4.07
H 2.18 -4.50 -0.10
H 2.42 -2.05 0.08
Cl -1.83 -0.79 -1.96
C -2.51 -2.13 -2.95
Cl -2.21 -1.87 -4.66
H -3.57 -2.13 -2.78
H -2.03 -3.05 -2.63

Formula: C2H2N2O3S
Source: OMol25
Level of theory: wB97M-V/def2-TZVPD

As for the relative energy (zero: lowest compared OMol25 entry of this formula, charge and spin): 4.398 eV. Its SMILES is O=c1[nH]oc(=S)n1O. The value obtained for the orbital gap is 0.34578 Eh. As for the HOMO energy: -9.834 eV.

Atoms and positions in Å:
O 2.26 0.41 -0.15
C 1.08 -0.05 0.13
N 0.77 -1.37 -0.13
O -0.67 -1.49 -0.11
C -1.15 -0.18 0.00
S -2.81 0.15 -0.07
N -0.07 0.57 0.11
O 0.11 1.96 -0.13
H 1.30 -2.16 0.25
H -0.82 2.15 0.11

Formula: C10H13ClIrO3
Source: OMol25
Level of theory: wB97M-V/def2-TZVPD

As for the relative energy (zero: lowest compared OMol25 entry of this formula, charge and spin): 0.000 eV. Its spin multiplicity is 6. The value obtained for the orbital gap (alpha / beta) is 0.28050 / 0.22976 Eh. The net charge is +2. As for the HOMO energy (alpha / beta): -15.076 / -18.421 eV.

Atoms and positions in Å:
Cl -1.61 -3.04 -0.91
C -0.36 0.52 -2.43
C -0.15 1.48 -1.41
C -1.25 1.42 -0.51
H 0.70 2.13 -1.32
C -2.14 0.41 -0.97
C -1.59 -0.12 -2.17
H -2.00 -0.95 -2.71
H 0.30 0.31 -3.25
H -1.38 2.02 0.37
C -3.44 0.02 -0.36
Ir -0.04 -0.66 -0.30
C -0.52 -1.42 1.44
O -0.77 -1.80 2.51
C 1.31 -2.00 -0.76
O 2.06 -2.86 -1.03
H -3.40 0.09 0.73
H -3.67 -1.01 -0.62
H -4.25 0.65 -0.71
C 3.13 0.92 2.08
C 2.32 0.03 1.14
O 1.10 0.65 0.78
H 3.34 1.90 1.59
H 4.09 0.43 2.32
H 2.56 1.10 3.02
H 2.92 -0.13 0.22
H 2.13 -0.94 1.64
H 0.60 0.84 1.62

Formula: C4H5PS
Source: OMol25
Level of theory: wB97M-V/def2-TZVPD

As for the relative energy (zero: lowest compared OMol25 entry of this formula, charge and spin): 3.489 eV. The value obtained for the orbital gap is 0.29242 Eh. As for the HOMO energy: -8.485 eV.

Atoms and positions in Å:
C -2.16 0.27 1.86
C -0.02 -0.60 0.74
C -0.91 0.44 1.18
C 1.30 -0.54 0.05
P -1.18 1.12 2.88
S -0.34 -1.99 1.56
H -2.95 -0.37 1.77
H -1.09 1.50 -0.08
H 1.64 -1.58 -0.15
H 2.00 0.04 0.62
H 1.34 0.03 -0.91

Formula: C6H9N2O
Source: OMol25
Level of theory: wB97M-V/def2-TZVPD

As for the relative energy (zero: lowest compared OMol25 entry of this formula, charge and spin): 0.391 eV. Its spin multiplicity is 3. The value obtained for the orbital gap (alpha / beta) is 0.22978 / 0.24990 Eh. The net charge is +1. As for the HOMO energy (alpha / beta): -9.426 / -13.551 eV.

Atoms and positions in Å:
C -0.19 1.30 -0.11
C -1.58 1.50 -0.23
C 0.41 0.08 0.05
C -2.41 0.43 -0.19
C 2.39 0.55 0.45
C -0.57 -1.07 -0.09
N -0.13 -2.33 -0.03
N -1.88 -0.82 -0.14
O 3.16 0.11 -0.54
H 0.41 2.20 -0.10
H -1.98 2.50 -0.30
H 2.24 1.61 0.56
H -3.49 0.50 -0.20
H 2.56 -0.01 1.36
H 0.86 -2.51 0.04
H -0.75 -3.12 -0.03
H -2.51 -1.61 -0.12
H 3.14 0.68 -1.32

Formula: C17H32BrCl12O3P
Source: OMol25
Level of theory: wB97M-V/def2-TZVPD

Its SMILES is O=C(O)CCPCC(=O)Br.ClCCCl.ClCCCl.ClCCCl.ClCCCl.ClCCCl.ClCCCl. The value obtained for the orbital gap is 0.33275 Eh. As for the HOMO energy: -8.737 eV.

Atoms and positions in Å:
O 3.12 -2.81 1.24
C 2.42 -3.53 0.47
O 2.61 -3.34 -0.92
C 1.46 -4.59 1.15
C 0.59 -5.48 0.15
P -0.48 -4.52 -1.08
C -2.19 -4.10 -0.34
C -2.16 -2.95 0.76
O -1.47 -2.92 1.78
Br -3.41 -1.39 0.51
H 2.18 -2.46 -1.10
H 0.85 -4.07 1.97
H 2.15 -5.32 1.73
H -0.10 -6.14 0.77
H 1.29 -6.18 -0.43
H 0.11 -3.23 -1.33
H -2.74 -5.00 0.10
H -2.81 -3.72 -1.23
Cl 2.84 -0.05 -3.37
C 1.37 0.90 -3.01
C 0.85 0.64 -1.61
Cl 0.18 -1.01 -1.44
H 0.62 0.68 -3.76
H 1.65 1.95 -3.10
H 0.05 1.33 -1.38
H 1.64 0.76 -0.86
Cl 1.25 2.54 3.09
C 2.47 1.25 3.12
C 3.63 1.53 2.19
Cl 3.15 1.44 0.48
H 1.97 0.31 2.87
H 2.83 1.18 4.15
H 4.42 0.79 2.34
H 4.06 2.52 2.37
Cl -4.79 3.65 1.29
C -3.28 3.02 1.99
C -2.05 3.57 1.29
Cl -1.89 2.93 -0.36
H -3.31 1.93 1.95
H -3.27 3.32 3.04
H -1.15 3.27 1.83
H -2.07 4.65 1.24
Cl -10.65 3.94 -0.89
C -9.14 3.31 -0.19
C -7.91 3.86 -0.89
Cl -7.75 3.22 -2.55
H -9.17 2.22 -0.23
H -9.13 3.62 0.86
H -7.01 3.56 -0.35
H -7.93 4.95 -0.95
Cl -0.04 4.23 -4.54
C 0.18 5.68 -3.54
C 1.51 5.68 -2.82
Cl 1.58 4.44 -1.55
H -0.66 5.74 -2.84
H 0.12 6.54 -4.21
H 1.66 6.65 -2.32
H 2.34 5.52 -3.50
Cl 7.93 -6.55 2.12
C 6.88 -5.41 1.24
C 5.44 -5.48 1.71
Cl 4.66 -7.01 1.26
H 6.97 -5.63 0.17
H 7.28 -4.41 1.41
H 4.87 -4.68 1.24
H 5.37 -5.36 2.79

Formula: CH2BrClO
Source: OMol25
Level of theory: wB97M-V/def2-TZVPD

As for the relative energy (zero: lowest compared OMol25 entry of this formula, charge and spin): 1.787 eV. Its SMILES is ClCOBr. The value obtained for the orbital gap is 0.36412 Eh. As for the HOMO energy: -10.029 eV.

Atoms and positions in Å:
Cl -0.94 1.36 -1.12
C 0.21 0.35 -0.27
O -0.57 -0.80 0.22
Br 0.05 -1.73 1.58
H 0.42 0.75 0.67
H 0.83 0.07 -1.08

Formula: C25H27ClN4O2
Source: OMol25
Level of theory: wB97M-V/def2-TZVPD

As for the relative energy (zero: lowest compared OMol25 entry of this formula, charge and spin): 0.000 eV. Its SMILES is COc1ccc(N2CCN([C@H](CNC(=O)c3cccc(Cl)c3)c3cccnc3)CC2)cc1. The value obtained for the orbital gap is 0.31313 Eh. As for the HOMO energy: -7.926 eV.

Atoms and positions in Å:
C 5.90 -0.02 -2.25
O 5.46 0.94 -1.31
C 4.12 1.04 -1.06
C 3.74 1.96 -0.10
C 2.42 2.12 0.25
C 1.43 1.34 -0.35
N 0.08 1.37 0.06
C -0.26 1.96 1.34
C -1.51 1.26 1.89
N -2.47 0.93 0.85
C -2.94 -0.43 0.71
C -2.11 -1.34 -0.22
N -0.73 -1.35 0.19
C 0.02 -2.48 0.22
O -0.42 -3.59 -0.01
C 1.46 -2.22 0.53
C 2.43 -2.95 -0.14
C 3.77 -2.70 0.08
C 4.16 -1.73 0.99
C 3.19 -1.03 1.68
Cl 3.66 0.17 2.83
C 1.84 -1.27 1.46
C -4.40 -0.37 0.30
C -5.25 0.51 0.99
C -6.58 0.59 0.63
C -7.03 -0.20 -0.41
N -6.25 -1.03 -1.07
C -4.97 -1.12 -0.73
C -2.32 1.74 -0.34
C -0.91 1.70 -0.96
C 1.81 0.44 -1.34
C 3.14 0.29 -1.70
H 5.60 -1.03 -1.96
H 5.52 0.20 -3.25
H 6.98 0.05 -2.25
H 4.51 2.56 0.38
H 2.16 2.85 1.00
H 0.56 1.81 2.04
H -0.44 3.04 1.25
H -1.99 1.92 2.63
H -1.22 0.34 2.41
H -2.91 -0.87 1.72
H -2.19 -0.98 -1.25
H -2.47 -2.36 -0.17
H -0.28 -0.44 0.26
H 2.12 -3.71 -0.85
H 4.52 -3.27 -0.45
H 5.21 -1.53 1.17
H 1.11 -0.72 2.03
H -4.84 1.11 1.78
H -7.25 1.26 1.15
H -8.06 -0.17 -0.74
H -4.40 -1.82 -1.30
H -2.55 2.78 -0.05
H -3.06 1.43 -1.07
H -0.86 0.95 -1.75
H -0.69 2.68 -1.42
H 1.07 -0.17 -1.83
H 3.38 -0.43 -2.46

Formula: C2H4N2O2
Source: OMol25
Level of theory: wB97M-V/def2-TZVPD

As for the relative energy (zero: lowest compared OMol25 entry of this formula, charge and spin): 2.983 eV. Its SMILES is C=[N+]([O-])C(N)=O. The value obtained for the orbital gap is 0.34588 Eh. As for the HOMO energy: -9.267 eV.

Atoms and positions in Å:
C 0.19 -1.09 1.35
N -0.35 -0.43 0.38
O -1.60 -0.19 0.34
C 0.53 0.40 -0.51
N -0.24 1.10 -1.33
O 1.72 0.30 -0.44
H 1.25 -1.22 1.33
H -0.41 -1.54 2.13
H -1.25 1.00 -1.19
H 0.16 1.67 -2.06

Formula: C5H18NO2
Source: OMol25
Level of theory: wB97M-V/def2-TZVPD

As for the relative energy (zero: lowest compared OMol25 entry of this formula, charge and spin): 0.445 eV. The value obtained for the orbital gap is 0.45297 Eh. The net charge is +1. As for the HOMO energy: -15.164 eV.

Atoms and positions in Å:
C 1.48 -0.89 -0.45
C -0.02 -0.63 -0.65
C -0.79 -1.66 0.20
C -0.47 -3.10 -0.24
C -0.58 -1.54 1.72
N -0.35 0.73 -0.05
H 1.82 -1.56 -1.24
H 1.77 -1.25 0.53
H 2.09 0.00 -0.64
H -0.24 -0.68 -1.71
H -1.86 -1.58 -0.02
H -1.20 -3.77 0.20
H 0.48 -3.42 0.17
H -0.50 -3.25 -1.32
H -0.25 -2.48 2.17
H -1.55 -1.37 2.19
H 0.09 -0.77 2.11
H 0.26 1.48 -0.38
H -0.16 0.57 0.94
H -1.33 0.98 -0.27
H 2.82 3.26 0.84
H 2.86 1.95 0.11
O 2.28 2.73 0.21
H -1.01 3.48 -0.77
H -2.50 3.59 -1.13
O -1.84 2.99 -0.75

Formula: C3H3NO
Source: OMol25
Level of theory: wB97M-V/def2-TZVPD

As for the relative energy (zero: lowest compared OMol25 entry of this formula, charge and spin): 0.383 eV. Its SMILES is N#CCC=O. The value obtained for the orbital gap is 0.41292 Eh. As for the HOMO energy: -10.753 eV.

Atoms and positions in Å:
N -2.63 1.87 0.57
C -1.65 1.30 0.42
C -0.53 0.40 0.24
C 0.60 0.78 -0.70
O 1.03 1.86 -0.93
H -0.92 -0.57 -0.09
H -0.05 0.25 1.22
H 1.08 -0.11 -1.16

Formula: C4H5O2Yb
Source: OMol25
Level of theory: wB97M-V/def2-TZVPD

As for the relative energy (zero: lowest compared OMol25 entry of this formula, charge and spin): 1.859 eV. Its spin multiplicity is 3. The value obtained for the orbital gap (alpha / beta) is 0.24340 / 0.23587 Eh. The net charge is +1. As for the HOMO energy (alpha / beta): -9.769 / -12.929 eV.

Atoms and positions in Å:
H 3.01 -1.32 0.20
O 2.06 -1.44 0.25
C 1.42 -0.30 -0.29
C -0.04 -0.43 -0.21
C -1.12 -1.06 0.16
H 1.71 -0.15 -1.35
H 1.71 0.62 0.25
H -1.60 -1.96 0.51
C -1.36 0.50 -0.18
O -1.38 1.47 0.75
Yb -2.71 3.36 1.12
H -1.70 0.71 -1.21